Record 1
# C24H33AsN2O3PdS

C24H33AsN2O3PdS as an isolated structure at a distorted geometry (ωB97M-V with the def2-TZVPD basis set, the Open Molecules 2025 dataset).

Calculated values
LUMO energy (alpha / beta), eV: 0.167 / -1.556
<S²>: 2.01
2S+1: 3
Gap between HOMO and LUMO (alpha / beta), eV: 7.89 / 6.10

Last column: Mulliken charge in e.
Cartesian coordinates (Å):
Pd1 0.53460 0.34560 0.19150  0.05
O1 1.01820 1.67300 2.17500  -0.72
S1 0.41560 0.63490 3.00260  1.76
O2 1.31380 -0.10440 3.84800  -0.80
N1 -0.40230 -0.26530 1.97190  0.21
C1 -0.97730 -1.46040 2.21360  0.32
C2 -1.32280 -1.96120 3.45920  -0.81
C3 -2.01650 -3.16770 3.56580  -0.93
C4 -2.37740 -3.89560 2.45860  -0.90
C5 -1.99830 -3.45740 1.17680  0.90
C6 -2.27590 -4.15890 -0.01500  -0.70
C7 -1.83490 -3.66230 -1.21220  -1.04
C8 -1.08950 -2.47300 -1.22390  -0.14
N2 -0.83600 -1.78880 -0.13740  0.09
C9 -1.28150 -2.24170 1.05120  0.32
C10 -0.83340 1.41860 4.01570  -0.21
C11 -0.77460 1.31990 5.39250  -0.08
C12 -1.79010 1.87750 6.15370  -0.72
C13 -2.84610 2.52160 5.52780  -0.39
C14 -2.90410 2.59610 4.14470  -0.75
C15 -1.89150 2.04060 3.38200  -0.14
H1 -1.04950 -1.40070 4.34000  0.39
H2 -2.27410 -3.52750 4.55270  0.39
H3 -2.93370 -4.81390 2.56000  0.39
H4 -2.83270 -5.08270 0.03620  0.44
H5 -2.03710 -4.17330 -2.14110  0.38
H6 -0.67600 -2.08620 -2.14790  0.50
H7 0.06020 0.80020 5.83710  0.51
H8 -1.76300 1.79680 7.22950  0.39
H9 -3.63640 2.95490 6.12210  0.39
H10 -3.74370 3.07280 3.66240  0.43
H11 -1.91000 2.07220 2.29820  0.25
C16 -1.92650 5.00930 0.05980  -1.06
C17 -2.42450 3.81840 -0.75280  -0.82
As1 -1.12710 2.24130 -0.59830  0.90
C18 -1.93780 1.00830 -1.94100  -0.28
C19 -2.43880 1.62820 -3.23760  -1.42
C20 0.34080 2.99350 -1.70330  -0.80
C21 1.48080 3.47710 -0.81090  -0.90
H12 -2.61420 5.85120 -0.02130  0.39
H13 -0.95320 5.33040 -0.31080  0.23
H14 -1.82260 4.74720 1.11440  0.20
H15 -2.50860 4.09000 -1.80680  0.44
H16 -3.40870 3.49510 -0.39730  0.44
H17 -2.74120 0.44380 -1.45410  0.49
H18 -1.12670 0.29860 -2.14500  -0.01
H19 -3.32750 2.23780 -3.06210  0.32
H20 -2.70150 0.85680 -3.96010  0.42
H21 -1.66440 2.25320 -3.67720  0.30
H22 0.00330 3.79900 -2.36410  0.53
H23 0.70060 2.15530 -2.30570  0.47
H24 1.22000 4.40190 -0.29360  0.28
H25 2.38400 3.65990 -1.39590  0.39
H26 1.70440 2.71890 -0.04760  0.01
C22 3.55020 -0.47580 -2.57830  -1.55
C23 2.73680 -0.47000 -1.27230  0.89
C24 3.46100 0.38810 -0.20310  -1.35
O3 1.45550 -0.03330 -1.53130  -0.60
H27 4.57080 -0.78360 -2.37570  0.41
H28 3.54770 0.52360 -3.00580  0.35
H29 3.10300 -1.16140 -3.29600  0.35
H30 2.68930 -1.51860 -0.89330  0.17
H31 3.68020 1.37860 -0.60830  0.21
H32 4.39550 -0.08800 0.08360  0.46
H33 2.83540 0.49370 0.70420  0.34

Cartesian forces (eV/Å) of the 2 atoms listed first:
Pd -0.1 -1.0 -1.0
O -0.1 0.1 0.1


Record 2
# C24H33ClIrN6O3STe

C24H33ClIrN6O3STe as an isolated structure at a distorted geometry (ωB97M-V with the def2-TZVPD basis set, the Open Molecules 2025 dataset).

Calculated values
LUMO energy (alpha / beta), eV: -5.134 / -7.494
<S²>: 0.75
2S+1: 2
Total charge: +2
Gap between HOMO and LUMO (alpha / beta), eV: 7.53 / 5.15

Last column: Mulliken charge in e.
Cartesian coordinates (Å):
Ir1 -0.47697 0.04731 -0.06355  2.22
N1 1.76673 -3.33478 1.35848  -0.43
C1 1.34028 -2.09434 1.07893  0.69
S1 -0.28061 -1.65176 1.54031  -0.60
N2 2.14083 -1.26715 0.45832  -1.01
N3 1.54220 0.00402 0.37849  0.79
C2 2.35838 0.97185 0.58069  -0.12
C3 1.97917 2.34182 0.75691  0.53
C4 2.99292 3.30722 0.87467  -0.74
C5 2.70460 4.62827 1.11600  -0.81
C6 1.36617 4.99838 1.25239  -0.64
C7 0.36197 4.05832 1.16497  -0.45
C8 0.62905 2.69535 0.93543  0.68
O1 -0.39127 1.85773 0.89054  -1.42
H1 1.17512 -3.97004 1.86376  0.21
H2 2.74771 -3.54695 1.28514  0.24
H3 3.39916 0.69525 0.73492  0.56
H4 4.02376 2.98624 0.77939  0.44
H5 3.49236 5.36154 1.20530  0.44
H6 1.11242 6.03520 1.43270  0.42
H7 -0.67043 4.36826 1.26762  0.00
N4 -3.39809 4.22209 0.84406  0.06
C9 -2.95223 2.94570 0.15261  0.56
C10 -2.52875 3.26616 -1.26990  -1.25
C11 -2.15552 2.01038 -2.07006  0.18
N5 -0.82263 1.42907 -1.74014  -0.72
C12 -3.25139 0.95046 -1.96518  -1.20
C13 -3.69369 0.65825 -0.53506  0.44
N6 -2.63192 -0.12578 0.15494  -0.83
C14 -4.08048 1.94098 0.19731  -1.69
H8 -2.62433 4.88448 0.93022  0.37
H9 -3.74100 4.02465 1.78705  0.42
H10 -4.15133 4.68663 0.32973  0.40
H11 -2.08926 2.58575 0.71541  0.04
H12 -1.71330 3.99557 -1.28676  0.38
H13 -3.37652 3.71120 -1.80477  0.55
H14 -2.10371 2.32601 -3.11459  0.48
H15 -0.13672 2.17967 -1.68693  0.27
H16 -0.54898 0.83988 -2.53476  0.25
H17 -2.91597 0.02718 -2.44067  -0.16
H18 -4.11883 1.28099 -2.54040  0.63
H19 -4.59216 0.03821 -0.56362  0.45
H20 -2.67864 -1.05972 -0.26064  0.35
H21 -2.84957 -0.25467 1.14052  0.35
H22 -4.37461 1.72102 1.22824  0.49
H23 -4.96421 2.33561 -0.31661  0.45
Cl1 -3.12793 -2.46921 -3.62115  -0.16
C15 -1.46453 -2.91615 -3.15054  -0.58
C16 -0.82365 -1.68898 -2.53576  0.34
O2 -0.23129 -0.86975 -3.25410  -0.78
O3 -0.99676 -1.58694 -1.27066  -0.76
H24 -0.93075 -3.21774 -4.04585  0.39
H25 -1.52819 -3.72726 -2.43289  0.33
C17 4.54040 -0.94814 -2.25862  -1.00
Te1 2.42412 -0.97574 -2.39513  0.62
C18 2.69599 0.41998 -3.96862  -1.02
C19 4.13459 0.26950 -4.40554  0.72
C20 4.57454 0.80593 -5.61060  -0.73
C21 5.88586 0.61740 -6.01460  -0.60
C22 6.76113 -0.11332 -5.22116  -0.58
C23 6.33057 -0.64094 -4.01532  -0.80
C24 5.01992 -0.43924 -3.59650  0.49
H26 4.90006 -1.94384 -2.00424  0.59
H27 4.80632 -0.27684 -1.43770  0.42
H28 2.47176 1.42215 -3.59284  0.48
H29 1.96946 0.16912 -4.74104  0.61
H30 3.88712 1.35600 -6.24130  0.45
H31 6.22262 1.02822 -6.95648  0.41
H32 7.78010 -0.27471 -5.54514  0.41
H33 7.01454 -1.20760 -3.39592  0.46

Cartesian forces (eV/Å) of the 2 atoms listed first:
Ir -1.1 0.9 0.7
N 0.0 0.0 0.0


Record 3
# C24H33F6IMgN3O4PSTe

C24H33F6IMgN3O4PSTe as an isolated structure at a distorted geometry (ωB97M-V with the def2-TZVPD basis set, the Open Molecules 2025 dataset).

Calculated values
LUMO energy (alpha / beta), eV: -2.447 / -4.822
<S²>: 0.76
2S+1: 2
Total charge: +1
Gap between HOMO and LUMO (alpha / beta), eV: 8.37 / 5.99

Last column: Mulliken charge in e.
Cartesian coordinates (Å):
Mg1 -0.57501 0.00116 -1.46097  1.09
C1 -1.45731 -7.35382 -3.53007  -0.90
O1 -1.16916 -5.98129 -3.76630  -0.44
C2 -1.18472 -5.12834 -2.74209  0.81
C3 -1.39203 -5.51709 -1.39909  -1.07
C4 -1.37106 -4.57622 -0.41522  -1.34
C5 -1.14959 -3.19718 -0.67104  0.23
C6 -1.11983 -2.23742 0.37803  0.96
C7 -1.14779 -2.69156 1.81493  -1.60
O2 -1.06862 -0.97588 0.20018  -0.41
C8 -0.95944 -2.81029 -2.04359  0.59
O3 -0.73975 -1.57891 -2.37856  0.02
C9 -0.98268 -3.79465 -3.03850  -0.65
H1 -1.46260 -7.82724 -4.50682  0.26
H2 -2.43721 -7.47645 -3.06582  0.37
H3 -0.69100 -7.82428 -2.91139  0.35
H4 -1.56673 -6.55234 -1.14612  0.44
H5 -1.56110 -4.91573 0.59156  0.29
H6 -1.00017 -3.75537 1.94583  0.48
H7 -2.10637 -2.41221 2.25519  0.35
H8 -0.36023 -2.16367 2.35217  0.30
H9 -0.85010 -3.50136 -4.07167  0.44
C10 -2.74827 2.10045 3.75293  -1.14
Te1 -1.74344 0.67433 2.47351  0.41
C11 -3.23347 1.22512 1.05443  -0.23
C12 -4.17062 2.20275 1.70023  0.52
C13 -5.25047 2.71221 0.98405  -0.68
C14 -6.10515 3.62409 1.57659  -0.63
C15 -5.89204 4.03034 2.88762  -0.57
C16 -4.81105 3.53800 3.59680  -0.73
C17 -3.94086 2.62774 3.00294  0.63
H10 -2.07819 2.90773 4.05276  0.45
H11 -3.05474 1.57536 4.65917  0.52
H12 -3.72875 0.31745 0.70804  0.71
H13 -2.74478 1.67890 0.20272  -0.43
H14 -5.40652 2.40219 -0.04202  0.50
H15 -6.93957 4.02142 1.01455  0.42
H16 -6.56724 4.73377 3.35584  0.41
H17 -4.63949 3.85041 4.61985  0.47
C18 1.62513 4.18196 -0.32628  -1.14
N1 1.47501 3.26494 0.80282  0.08
C19 0.40747 3.62625 1.71524  -1.14
C20 1.98324 2.01495 0.76633  0.53
S1 1.15972 0.66908 1.43762  -0.33
N2 3.18756 1.81206 0.22222  0.38
C21 4.16954 2.87651 0.05560  -1.18
C22 3.71801 0.46209 0.07451  -1.21
H18 0.63572 4.50272 -0.65202  0.44
H19 2.10032 3.67800 -1.16203  0.18
H20 2.19953 5.06911 -0.05265  0.37
H21 0.47389 4.69704 1.90757  0.36
H22 0.51907 3.09169 2.65481  0.47
H23 -0.57994 3.41235 1.29104  0.22
H24 3.83438 3.79214 0.53087  0.39
H25 4.37596 3.06262 -1.00037  0.32
H26 5.10015 2.57199 0.53550  0.43
H27 2.98488 -0.18448 -0.39682  0.37
H28 3.98377 0.03550 1.04518  0.33
H29 4.60588 0.50725 -0.54991  0.34
N3 1.24674 -0.45793 -4.13863  -0.06
C23 1.63730 0.44905 -3.25793  0.40
O4 1.24752 0.47879 -2.06533  -0.43
C24 2.63615 1.46975 -3.73080  -0.90
I1 4.61072 0.62980 -3.68178  0.06
H30 0.52501 -1.11819 -3.83053  0.22
H31 1.53793 -0.43276 -5.09993  0.20
H32 2.63156 2.33687 -3.08251  -0.05
H33 2.45012 1.76790 -4.75799  0.68
F1 -0.87341 1.80761 -0.99999  -0.23
P1 -1.48920 2.48435 -2.46758  1.50
F2 -2.92626 1.92012 -2.04817  -0.40
F3 -2.01121 3.04550 -3.83651  -0.33
F4 -1.72060 3.83063 -1.66402  -0.36
F5 0.02418 2.89545 -2.81260  -0.40
F6 -1.19161 0.98735 -3.13828  -0.32

Cartesian forces (eV/Å) of the 2 atoms listed first:
Mg 0.5 -0.5 0.6
C 0.0 -0.2 0.0


Record 4
# C24H33FN4O11P3V

C24H33FN4O11P3V as an isolated structure (ωB97M-V with the def2-TZVPD basis set, the Open Molecules 2025 dataset).

Calculated values
LUMO energy (alpha / beta), eV: 2.170 / 2.164
<S²>: 3.76
2S+1: 4
Total charge: -1
Gap between HOMO and LUMO (alpha / beta), eV: 5.94 / 7.85

Last column: Mulliken charge in e.
Cartesian coordinates (Å):
V1 -0.03795 0.04456 -0.09741  1.15
N1 2.17767 -1.65581 -3.96481  -0.65
C1 2.86243 -1.34453 -2.70108  1.10
C2 4.37279 -1.54295 -2.76898  -1.86
P1 2.09455 -2.51463 -1.39938  0.53
O1 3.18077 -2.42044 -0.21018  -0.66
O2 2.14991 -3.84417 -2.05190  -0.86
O3 0.80549 -1.93734 -0.88972  -0.38
P2 2.37951 0.29083 -2.12961  -0.18
O4 3.20542 1.45529 -2.81747  -0.62
O5 0.89828 0.42531 -2.71477  -0.38
O6 2.40595 0.32929 -0.64975  -0.03
H1 2.05151 -2.66621 -3.99576  0.32
H2 2.74353 -1.37301 -4.75758  0.21
H3 0.79650 -0.29465 -3.37333  0.36
H4 4.59323 -2.60810 -2.85385  0.43
H5 4.87383 -1.16401 -1.87847  0.32
H6 4.77827 -1.02114 -3.64100  0.43
H7 3.02536 -1.56991 0.23296  0.39
H8 2.84074 2.29614 -2.46704  0.46
C3 -0.68382 -1.67251 7.32244  -1.38
C4 -0.51443 -0.20372 6.95570  -0.24
C5 0.45529 0.54325 7.86332  -1.10
C6 1.86803 0.00404 7.69766  -1.19
C7 2.26112 0.00454 6.24538  1.17
C8 3.58418 0.05575 5.86412  -0.83
C9 3.92954 0.06043 4.51515  0.09
F1 5.24460 0.12264 4.20417  -0.37
C10 2.99236 0.02336 3.52415  -1.24
C11 1.64062 -0.03715 3.88726  0.35
C12 0.62300 -0.04187 2.81675  1.42
O7 1.00786 0.02187 1.63466  -0.33
C13 -0.73889 -0.17651 3.24309  -0.49
C14 -0.99418 -0.18018 4.58104  -0.30
N2 -0.07219 -0.07402 5.56136  0.16
C15 1.27324 -0.03893 5.23651  -0.45
C16 -1.91577 -0.48551 2.31029  -0.01
O8 -3.00241 -0.69065 2.85240  -0.83
O9 -1.65745 -0.51565 1.07442  -0.18
H9 -0.99086 -1.77109 8.36486  0.39
H10 0.24480 -2.22574 7.18182  0.36
H11 -1.44227 -2.13918 6.69525  0.40
H12 -1.48639 0.29247 7.00153  0.51
H13 0.11864 0.45282 8.89758  0.44
H14 0.43208 1.60403 7.60241  0.36
H15 1.92794 -1.01402 8.09454  0.35
H16 2.58190 0.59989 8.26920  0.45
H17 4.37055 0.10131 6.60717  0.50
H18 3.26217 0.06642 2.47775  0.80
H19 -2.02556 -0.29912 4.89221  0.59
C17 -3.54363 -0.22400 -1.92979  -1.42
P3 -1.90001 -1.02633 -1.84006  1.47
C18 -2.32919 -2.67643 -1.19685  -1.44
C19 -1.59472 -1.41540 -3.60764  -1.59
H20 -4.30732 -0.87051 -2.36904  0.56
H21 -3.46407 0.68711 -2.52673  0.25
H22 -3.83890 0.05820 -0.91784  0.32
H23 -3.14356 -3.12538 -1.77203  0.45
H24 -2.62476 -2.57108 -0.15349  0.29
H25 -1.44400 -3.31056 -1.24897  0.30
H26 -2.43003 -1.96008 -4.05555  0.48
H27 -0.69492 -2.02663 -3.69135  0.33
H28 -1.44136 -0.49303 -4.17151  0.29
C20 -4.10896 3.40975 -1.19247  -1.24
N3 -2.68383 3.17877 -1.29747  0.29
C21 -1.96891 3.77556 -2.29743  -0.10
C22 -0.63253 3.68482 -2.33775  -1.12
C23 0.05133 2.89619 -1.31143  0.69
O10 1.29329 2.85916 -1.30177  -0.79
N4 -0.70413 2.16145 -0.44765  0.09
C24 -2.02648 2.46523 -0.27137  0.22
O11 -2.66965 2.13412 0.71133  -0.72
H29 -4.32846 4.46233 -0.99430  0.36
H30 -4.48198 2.81189 -0.36626  0.34
H31 -4.60672 3.10848 -2.11767  0.40
H32 -2.55215 4.32098 -3.02943  0.40
H33 -0.04570 4.15415 -3.11151  0.42

Cartesian forces (eV/Å) of the 2 atoms listed first:
V -0.1 -0.6 -0.6
N -0.1 -0.1 0.0